Entry 1:
Computed, not measured: a molecular structure, C32H30AuF4N3O3, with ωB97M-V/def2-TZVPD.

```
! RIJCOSX wB97M-V def2-TZVPD def2/J DEFGRID3
* xyz 0 1
Au -0.115 -0.269 -0.395
C -1.894 -2.809 -2.501
C -0.748 -3.405 -1.701
N 0.462 -2.575 -1.525
C 1.421 -3.410 -0.779
C 2.812 -2.826 -0.618
C 1.004 -2.012 -2.760
C 0.354 -0.721 -3.233
N 0.430 0.376 -2.250
C -0.022 1.620 -2.650
C 0.119 2.723 -1.809
F 0.715 2.552 -0.620
C -0.278 3.997 -2.145
F -0.073 4.970 -1.240
C -0.842 4.293 -3.367
C -0.975 3.226 -4.225
F -1.516 3.409 -5.441
C -0.594 1.937 -3.892
F -0.826 0.996 -4.831
H -2.782 -3.424 -2.343
H -1.692 -2.807 -3.572
H -2.145 -1.793 -2.197
H -0.451 -4.354 -2.174
H -1.096 -3.656 -0.697
H 1.491 -4.403 -1.250
H 0.978 -3.577 0.206
H 3.393 -2.877 -1.539
H 3.346 -3.413 0.130
H 2.791 -1.785 -0.276
H 0.962 -2.738 -3.587
H 2.055 -1.783 -2.593
H -0.656 -0.897 -3.591
H 0.941 -0.410 -4.103
H -1.150 5.291 -3.637
O -4.990 -0.121 -0.519
C -4.912 -0.840 0.613
C -6.115 -1.230 1.204
C -6.104 -1.964 2.371
C -4.904 -2.333 2.986
C -3.717 -1.950 2.402
C -3.701 -1.205 1.218
C -2.410 -0.824 0.626
O -1.317 -1.154 1.191
O -2.375 -0.161 -0.462
H -4.077 0.071 -0.815
H -7.040 -0.941 0.723
H -7.048 -2.255 2.815
H -4.906 -2.906 3.902
H -2.765 -2.214 2.843
N 1.773 0.018 0.450
C 2.057 0.854 1.362
C 1.119 1.747 2.109
C 1.395 3.107 2.210
C 0.510 3.945 2.866
C -0.639 3.422 3.449
C -0.894 2.060 3.386
C -0.013 1.219 2.718
C 3.515 0.882 1.693
C 4.446 0.668 0.682
C 5.800 0.674 0.977
C 6.224 0.890 2.283
C 5.294 1.106 3.292
C 3.938 1.109 2.998
H 2.289 3.509 1.749
H 0.710 5.007 2.916
H -1.330 4.078 3.963
H -1.775 1.645 3.860
H -0.202 0.159 2.687
H 4.100 0.509 -0.331
H 6.525 0.516 0.190
H 7.281 0.897 2.513
H 5.626 1.275 4.309
H 3.209 1.287 3.778
*
```

The LUMO energy (alpha / beta) comes out at -1.504 / -1.582 eV. The calculation puts the total energy at -58843.3854 eV. Its HOMO-LUMO gap (alpha / beta) is 6.3 / 6.2 eV. The relative energy (zero: lowest compared OMol25 entry of this formula, charge and spin) comes out at 16.50 kcal/mol.

Entry 2:
Computed, not measured: a molecular structure, C25H45RuS4, with ωB97M-V/def2-TZVPD.

```
! RIJCOSX wB97M-V def2-TZVPD def2/J DEFGRID3
* xyz 2 6
Ru 0.347 0.615 0.247
C 0.981 3.929 -1.014
C 1.747 4.018 0.298
S 1.069 2.860 1.520
C 2.522 2.391 2.493
C 2.167 1.202 3.375
S 1.411 -0.233 2.554
C 2.821 -1.224 1.994
C 3.693 -0.605 0.914
S 2.738 -0.248 -0.591
C 3.497 1.305 -1.147
C 2.651 1.965 -2.227
S 0.913 2.299 -1.807
H 1.398 4.634 -1.735
H -0.066 4.207 -0.874
H 1.657 5.029 0.696
H 2.807 3.811 0.158
H 2.810 3.232 3.125
H 3.349 2.169 1.822
H 1.434 1.500 4.127
H 3.047 0.851 3.915
H 2.375 -2.160 1.648
H 3.427 -1.467 2.868
H 4.489 -1.302 0.652
H 4.163 0.314 1.261
H 4.483 1.079 -1.554
H 3.626 1.958 -0.286
H 2.613 1.341 -3.120
H 3.103 2.912 -2.528
C -1.076 -0.336 -1.537
C -1.822 -0.103 -0.346
C -1.441 -1.187 0.583
C -0.456 -1.951 -0.089
C -0.288 -1.507 -1.422
C 0.352 -2.254 -2.560
C 1.018 -1.306 -3.561
C -0.811 -2.978 -3.274
C 1.353 -3.300 -2.070
C -2.047 -1.682 1.892
C -1.142 -2.725 2.566
C -3.351 -2.429 1.537
C -2.327 -0.573 2.912
C -2.848 1.041 -0.280
C -4.258 0.551 0.069
C -2.953 1.730 -1.650
C -2.406 2.115 0.719
H -1.182 0.239 -2.441
H 0.022 -2.824 0.324
H 0.313 -0.577 -3.963
H 1.407 -1.879 -4.403
H 1.861 -0.779 -3.112
H -1.543 -2.269 -3.662
H -1.320 -3.667 -2.600
H -0.417 -3.553 -4.113
H 2.189 -2.852 -1.531
H 1.765 -3.837 -2.924
H 0.875 -4.040 -1.427
H -1.023 -3.620 1.956
H -1.612 -3.041 3.497
H -0.157 -2.334 2.820
H -3.134 -3.296 0.912
H -4.071 -1.809 1.016
H -3.815 -2.788 2.457
H -1.443 0.042 3.102
H -2.615 -1.026 3.860
H -3.143 0.079 2.612
H -4.583 -0.235 -0.613
H -4.954 1.385 -0.031
H -4.340 0.185 1.087
H -3.288 1.044 -2.427
H -2.007 2.176 -1.968
H -3.684 2.535 -1.584
H -2.356 1.766 1.748
H -3.095 2.960 0.681
H -1.420 2.524 0.448
*
```

The LUMO energy (alpha / beta) comes out at -4.668 / -7.862 eV. The calculation puts the total energy at -72563.0978 eV. Its HOMO-LUMO gap (alpha / beta) is 8.8 / 7.1 eV. The expectation value of S² is 8.77.

Entry 3:
Computed, not measured: 3 unconnected molecules or ions with the total composition C31H64F3I2N6O4S2, with ωB97M-V/def2-TZVPD.

```
! RIJCOSX wB97M-V def2-TZVPD def2/J DEFGRID3
* xyz 1 1
C 1.010 -1.725 0.149
C 1.650 -0.432 -0.336
C 1.150 -0.116 -1.751
I 2.154 -1.254 -3.279
N 1.173 1.320 -2.058
C 0.052 1.947 -2.360
N -0.132 3.227 -2.659
C -1.421 3.724 -2.032
C -1.028 4.445 -0.741
C -2.127 4.565 -3.098
C -3.292 5.417 -2.599
C -4.638 4.705 -2.483
S -5.018 3.731 -3.958
C -6.469 2.834 -3.372
S -6.359 1.248 -3.104
N -7.619 3.627 -3.244
C -8.373 3.412 -2.008
C -7.575 3.672 -0.747
C -8.464 3.590 -4.452
C -9.315 2.324 -4.662
C -2.045 2.301 -1.764
N -1.186 1.281 -2.391
C -1.469 0.866 -3.790
C -2.957 0.755 -4.087
C -3.169 -0.160 -5.281
I -3.377 -2.206 -4.705
C 2.409 2.087 -2.034
F 3.450 1.291 -1.771
F 2.325 3.041 -1.067
F 2.593 2.703 -3.232
H -0.059 -1.753 -0.027
H 1.478 -2.553 -0.377
H 1.241 -1.875 1.196
H 1.311 0.396 0.289
H 2.730 -0.487 -0.325
H 0.129 -0.455 -1.805
H 0.646 3.872 -2.684
H 0.031 4.675 -0.732
H -1.536 5.393 -0.618
H -1.253 3.854 0.140
H -2.406 3.899 -3.907
H -1.380 5.245 -3.509
H -3.091 5.850 -1.626
H -3.409 6.256 -3.278
H -4.707 4.098 -1.584
H -5.410 5.462 -2.379
H -9.200 4.118 -2.028
H -8.818 2.419 -1.932
H -8.197 3.456 0.116
H -7.253 4.706 -0.676
H -6.724 3.001 -0.670
H -9.092 4.474 -4.434
H -7.797 3.694 -5.303
H -9.171 1.576 -3.894
H -10.370 2.576 -4.690
H -9.057 1.868 -5.611
H -1.900 2.145 -0.694
H -3.113 2.179 -1.888
H -0.990 1.512 -4.528
H -1.035 -0.125 -3.923
H -3.329 1.734 -4.373
H -3.479 0.386 -3.213
H -2.353 -0.074 -5.989
H -4.076 0.110 -5.805
C 0.250 -4.181 7.698
O -0.480 -3.276 6.889
C -0.409 -1.922 7.317
C 0.344 -1.082 6.309
N 1.761 -1.423 6.293
C 2.514 -0.828 5.197
C 2.160 -1.250 3.773
O 2.466 -2.602 3.486
C 1.461 -3.545 3.832
H 0.022 -5.187 7.351
H 1.331 -4.021 7.616
H -0.045 -4.098 8.747
H 0.044 -1.844 8.309
H -1.434 -1.549 7.387
H 0.236 -0.025 6.571
H -0.132 -1.240 5.331
H 1.854 -2.429 6.241
H 3.566 -1.074 5.359
H 2.431 0.261 5.271
H 2.782 -0.653 3.096
H 1.117 -1.027 3.511
H 0.458 -3.120 3.752
H 1.611 -3.938 4.840
H 1.544 -4.382 3.139
C 8.536 -4.965 -1.043
O 8.408 -3.626 -0.601
C 7.254 -2.958 -1.086
C 6.293 -2.658 0.044
N 5.670 -3.870 0.553
C 4.908 -3.665 1.785
C 5.673 -3.247 3.035
O 6.549 -4.239 3.536
C 7.845 -4.259 2.966
H 9.507 -5.326 -0.711
H 7.760 -5.610 -0.616
H 8.493 -5.026 -2.134
H 6.764 -3.534 -1.877
H 7.589 -2.010 -1.521
H 5.502 -1.993 -0.322
H 6.855 -2.122 0.820
H 6.386 -4.564 0.722
H 4.402 -4.608 2.009
H 4.123 -2.930 1.588
H 4.932 -3.082 3.819
H 6.204 -2.296 2.904
H 8.173 -3.261 2.664
H 7.898 -4.935 2.108
H 8.533 -4.635 3.723
*
```

The LUMO energy comes out at -3.147 eV. The calculation puts the total energy at -96330.5072 eV. Its HOMO-LUMO gap is 6.8 eV.

Entry 4:
Computed, not measured: a gas-phase ion, CH4FN2 (charge +1), with ωB97M-V/def2-TZVPD.

```
! RIJCOSX wB97M-V def2-TZVPD def2/J DEFGRID3
* xyz 1 1
N -0.178 1.190 0.041
C 0.351 0.009 0.005
N -0.227 -1.158 -0.019
F 1.677 0.052 -0.020
H -1.184 1.489 0.138
H 0.473 1.953 -0.011
H -1.122 -1.544 -0.257
H 0.210 -1.990 0.123
*
```

The LUMO energy comes out at -4.023 eV. The calculation puts the total energy at -6792.4508 eV. As for the structure (SMILES): NC(=[NH2+])F. Its HOMO-LUMO gap is 13.2 eV. The relative energy (zero: lowest compared OMol25 entry of this formula, charge and spin) comes out at 4.10 kcal/mol.

Entry 5:
Computed, not measured: a single C11H14N2O molecule, with ωB97M-V/def2-TZVPD.

```
! RIJCOSX wB97M-V def2-TZVPD def2/J DEFGRID3
* xyz 0 1
C -3.948 0.085 0.133
C -3.138 1.176 0.049
C -3.154 -1.088 -0.177
C 3.254 -0.493 -0.526
C -0.066 2.638 0.512
C -0.605 1.564 -0.491
C -0.278 3.067 -0.851
C -1.825 0.733 -0.270
C 0.151 -1.646 0.540
C 1.580 -1.994 0.118
C -0.748 -1.485 -0.695
N 2.098 -0.937 -0.699
N -1.858 -0.607 -0.445
O -3.445 -2.270 -0.216
H -4.990 0.049 0.379
H -3.407 2.203 0.213
H 3.604 0.298 -1.172
H 3.952 -0.858 0.236
H -0.678 3.044 1.316
H 0.924 2.367 0.857
H 0.223 0.926 -0.790
H -1.048 3.787 -1.090
H -0.239 -2.427 1.194
H 0.164 -0.710 1.102
H 2.207 -2.196 1.000
H 1.553 -2.895 -0.504
H -0.153 -1.098 -1.526
H -1.178 -2.449 -0.979
*
```

The LUMO energy (alpha / beta) comes out at -0.532 / -0.580 eV. The calculation puts the total energy at -16657.3057 eV. Its HOMO-LUMO gap (alpha / beta) is 8.4 / 6.5 eV. The relative energy (zero: lowest compared OMol25 entry of this formula, charge and spin) comes out at 129.30 kcal/mol.

Entry 6:
Computed, not measured: a molecular structure, C4H8GaO3, with ωB97M-V/def2-TZVPD.

```
! RIJCOSX wB97M-V def2-TZVPD def2/J DEFGRID3
* xyz 3 1
C 3.087 1.381 -1.003
C 1.701 0.789 -0.951
O 1.700 -0.194 0.108
H 3.110 2.171 -1.765
H 3.372 1.810 -0.035
H 3.813 0.608 -1.285
H 1.443 0.253 -1.877
H 0.925 1.533 -0.726
Ga 0.119 -2.259 0.673
O 0.444 -0.500 0.457
O -1.169 -1.074 1.187
C -1.150 -0.260 2.175
C -0.090 0.672 2.079
H -0.378 1.698 1.834
H -2.110 0.017 2.627
H 0.844 0.475 2.614
*
```

The LUMO energy (alpha / beta) comes out at -17.988 / -18.310 eV. The calculation puts the total energy at -62749.4834 eV. Its HOMO-LUMO gap (alpha / beta) is 6.9 / 6.3 eV. The relative energy (zero: lowest compared OMol25 entry of this formula, charge and spin) comes out at 117.27 kcal/mol.

Results for maximum force: 0.017; 0.004; 0.027; 0.078; 0.051; 0.172 (in hartree/bohr, following the order of the records).